1.
# C4H6N2O

A 2-piece molecular cluster, C4H6N2O overall at a distorted geometry (ωB97M-V/def2-TZVPD, the OMol25 dataset).

Its total energy is -340.62781 hartree. As for the HOMO energy: -0.303 hartree. The HOMO-LUMO gap comes out at 8.763 eV. Its structure (SMILES) is OC1=CN1.CC#N. The calculation puts the LUMO energy at 0.019 Eh. As for the energy above the lowest of the compared OMol25 structures with the same formula, charge and spin: 4.5470 eV.

Each line ends with the natural charge from an NBO analysis.
Positions of all 13 atoms, in Å:
O1 1.485 0.366 -3.007  -0.636
C1 0.792 0.536 -1.892  0.432
C2 -0.210 0.878 -1.178  -0.227
N1 1.043 0.200 -0.516  -0.642
H1 0.931 0.635 -3.755  0.499
H2 -1.211 1.108 -0.867  0.255
H3 1.619 0.945 -0.105  0.320
C3 -0.434 -1.159 1.959  -0.727
C4 -1.354 -0.043 1.759  0.312
N2 -2.084 0.839 1.586  -0.366
H4 -0.888 -1.907 2.612  0.247
H5 0.491 -0.799 2.411  0.256
H6 -0.179 -1.598 0.993  0.277

***

2.
# C5H12N2

A single C5H12N2 molecule at a distorted geometry (ωB97M-V/def2-TZVPD, the OMol25 dataset).

Its total energy is -307.12849 hartree. As for the HOMO energy: -0.276 hartree. The HOMO-LUMO gap comes out at 8.517 eV. Its structure (SMILES) is CCC/C(N)=C/N. The calculation puts the LUMO energy at 0.037 Eh. As for the energy above the lowest of the compared OMol25 structures with the same formula, charge and spin: 2.7442 eV.

Each line ends with the natural charge from an NBO analysis.
Positions of all 19 atoms, in Å:
C1 1.950 -1.827 -1.554  -0.609
C2 1.074 -0.514 -1.428  -0.399
C3 1.031 -0.093 0.043  -0.447
C4 -0.288 0.266 0.464  0.064
N1 -1.344 -0.603 0.176  -0.881
C5 -0.611 1.248 1.324  -0.022
N2 -1.959 1.920 1.217  -0.825
H1 2.054 -2.118 -2.651  0.204
H2 2.986 -1.804 -1.106  0.211
H3 1.452 -2.674 -1.120  0.195
H4 1.666 0.168 -2.139  0.204
H5 0.084 -0.544 -1.798  0.211
H6 1.839 0.631 0.249  0.232
H7 1.511 -0.966 0.680  0.189
H8 -1.947 -0.254 -0.551  0.385
H9 -0.924 -1.578 0.193  0.383
H10 0.197 1.621 2.051  0.189
H11 -2.057 2.567 1.923  0.354
H12 -2.675 1.251 1.413  0.362

***

3.
# C6H38O15

A 14-piece molecular cluster, C6H38O15 overall at a distorted geometry (ωB97M-V/def2-TZVPD, the OMol25 dataset).

The net charge is +1. Its total energy is -1379.58993 hartree. As for the HOMO energy (spin up / spin down): -0.471 / -0.471 hartree. The HOMO-LUMO gap (spin up / spin down) comes out at 8.391 / 2.891 eV. As for the multiplicity: 2. The calculation puts the LUMO energy (spin up / spin down) at -0.163 / -0.365 Eh. As for the energy above the lowest of the compared OMol25 structures with the same formula, charge and spin: 0.0000 eV.

Each line ends with the natural charge from an NBO analysis.
Positions of all 59 atoms, in Å:
O1 -2.150 1.240 3.952  -0.071
C1 -2.047 1.033 2.781  0.818
O2 -1.672 -0.215 2.348  -0.649
C2 -2.395 1.960 1.642  -0.494
C3 -1.136 2.261 0.809  -0.200
C4 0.039 2.729 1.666  -0.681
C5 -1.539 3.229 -0.332  -0.400
C6 -0.528 3.631 -1.459  -0.605
H1 -1.656 -0.280 1.365  0.556
H2 -3.087 2.858 1.813  0.298
H3 -3.071 1.362 0.942  0.306
H4 -0.927 1.279 0.372  0.210
H5 -0.278 3.252 2.576  0.230
H6 0.651 1.762 1.775  0.253
H7 0.836 3.230 1.020  0.274
H8 -2.518 2.912 -0.884  0.219
H9 -1.527 4.200 0.166  0.220
H10 -0.114 2.702 -1.772  0.225
H11 -1.024 4.247 -2.244  0.230
H12 0.160 4.279 -1.012  0.220
H13 -2.676 1.630 -4.431  0.477
H14 -1.980 2.277 -3.306  0.467
O3 -2.278 1.403 -3.618  -0.942
H15 4.035 -2.114 2.950  0.476
H16 2.633 -1.695 3.056  0.454
O4 3.474 -1.340 3.072  -0.930
H17 3.178 -2.683 -2.241  0.474
H18 2.265 -2.902 -1.196  0.503
O5 2.565 -2.166 -1.713  -0.978
H19 3.619 0.196 -0.756  0.491
H20 4.954 0.447 -0.345  0.462
O6 4.467 0.558 -1.198  -0.972
H21 -1.271 -3.557 1.568  0.500
H22 -2.156 -4.776 1.097  0.491
O7 -1.632 -4.031 0.737  -1.030
H23 0.824 -0.876 -2.378  0.508
H24 -0.622 -0.292 -2.480  0.501
O8 0.341 -0.080 -2.205  -0.998
H25 -0.975 -1.608 2.833  0.497
H26 0.078 -2.802 3.036  0.512
O9 -0.830 -2.557 2.724  -0.977
H27 -2.489 -2.283 -2.274  0.474
H28 -2.295 -3.749 -1.943  0.476
O10 -1.934 -3.027 -2.417  -0.946
H29 1.724 0.420 -1.112  0.514
H30 2.319 1.528 -0.137  0.496
O11 2.002 0.593 -0.211  -0.998
H31 -3.648 -1.331 0.401  0.505
H32 -2.218 -1.821 0.374  0.507
O12 -2.743 -1.031 0.256  -0.969
H33 4.046 2.506 -0.533  0.491
H34 3.311 3.316 -1.609  0.478
O13 3.546 3.324 -0.675  -0.969
H35 0.614 -2.488 0.968  0.448
H36 1.610 -1.565 0.823  0.482
O14 1.570 -2.528 0.905  -0.930
H37 -0.097 -4.044 -1.814  0.473
H38 0.020 -4.328 -0.491  0.477
O15 0.632 -4.193 -1.240  -0.954

***

4.
# C5H6O

A single C5H6O molecule (ωB97M-V/def2-TZVPD, the OMol25 dataset).

Its total energy is -269.18433 hartree. As for the HOMO energy (spin up / spin down): -0.311 / -0.311 hartree. The HOMO-LUMO gap (spin up / spin down) comes out at 7.751 / 7.753 eV. Its structure (SMILES) is C[C@@H]1C=C=CO1. The calculation puts the LUMO energy (spin up / spin down) at -0.026 / -0.026 Eh. As for the energy above the lowest of the compared OMol25 structures with the same formula, charge and spin: 4.4058 eV.

Each line ends with the natural charge from an NBO analysis.
Positions of all 12 atoms, in Å:
C1 -1.144 0.938 0.072  -0.621
C2 -0.546 -0.470 0.048  0.014
C3 0.585 -0.818 0.976  -0.032
C4 1.740 -0.196 0.631  -0.292
C5 1.514 -0.052 -0.707  0.155
O1 0.298 -0.548 -1.174  -0.510
H1 -0.333 1.673 0.035  0.225
H2 -1.745 1.126 0.968  0.220
H3 -1.778 1.085 -0.810  0.226
H4 -1.338 -1.230 0.048  0.207
H5 0.591 -1.809 1.422  0.207
H6 2.155 0.302 -1.508  0.201

***

5.
# C15H25PtSe3

C15H25PtSe3 as an isolated structure (ωB97M-V/def2-TZVPD, the OMol25 dataset).

The net charge is +1. Its total energy is -7909.80363 hartree. As for the HOMO energy (spin up / spin down): -0.365 / -0.434 hartree. The HOMO-LUMO gap (spin up / spin down) comes out at 7.719 / 6.359 eV. As for the multiplicity: 5. The calculation puts the LUMO energy (spin up / spin down) at -0.081 / -0.200 Eh. As for the energy above the lowest of the compared OMol25 structures with the same formula, charge and spin: 0.0000 eV.

Each line ends with the natural charge from an NBO analysis.
Positions of all 44 atoms, in Å:
Pt1 -0.270 0.026 -0.583  0.475
C1 -2.035 -2.513 -2.575  -0.807
Se1 -2.140 -1.751 -0.794  0.531
C2 -3.505 -0.387 -1.159  -0.589
C3 -3.237 0.491 -2.362  -0.580
Se2 -1.497 1.411 -2.412  0.391
C4 -1.978 2.986 -1.373  -0.774
H1 -3.025 -2.852 -2.872  0.246
H2 -1.364 -3.366 -2.510  0.256
H3 -1.642 -1.788 -3.284  0.226
H4 -3.559 0.194 -0.237  0.242
H5 -4.450 -0.916 -1.284  0.250
H6 -3.983 1.283 -2.414  0.253
H7 -3.297 -0.075 -3.290  0.239
H8 -2.340 2.697 -0.391  0.231
H9 -2.727 3.553 -1.919  0.239
H10 -1.070 3.574 -1.272  0.250
Se3 1.325 -1.097 -2.030  0.337
C5 3.020 -0.390 -1.604  -0.265
C6 4.117 -0.868 -2.326  -0.215
C7 5.379 -0.380 -2.047  -0.146
C8 5.550 0.583 -1.056  -0.173
C9 4.455 1.058 -0.342  -0.191
C10 3.187 0.576 -0.610  -0.208
H11 3.977 -1.615 -3.097  0.231
H12 6.231 -0.748 -2.602  0.225
H13 6.539 0.963 -0.840  0.231
H14 4.592 1.805 0.428  0.230
H15 2.334 0.940 -0.050  0.225
C11 -1.095 1.373 2.301  -0.599
C12 -0.512 -0.028 2.537  -0.190
C13 0.402 0.012 3.767  -0.598
C14 -1.676 -0.995 2.811  -0.589
C15 0.274 -0.491 1.339  -0.426
H16 -1.656 1.712 3.175  0.224
H17 -1.785 1.361 1.448  0.177
H18 -0.305 2.098 2.095  0.213
H19 -0.150 0.364 4.641  0.215
H20 1.246 0.685 3.601  0.210
H21 0.795 -0.981 3.990  0.215
H22 -2.186 -0.720 3.737  0.219
H23 -1.317 -2.021 2.905  0.220
H24 -2.416 -0.963 2.005  0.183
H25 1.279 -0.868 1.515  0.168

***

6.
# C26H80N4O12

A 12-piece molecular cluster, C26H80N4O12 overall at a distorted geometry (ωB97M-V/def2-TZVPD, the OMol25 dataset).

Its total energy is -2160.19141 hartree. As for the HOMO energy: -0.340 hartree. The HOMO-LUMO gap comes out at 9.301 eV. Its structure (SMILES) is COC[C@H](C)N.COC[C@H](C)N.COC[C@H](C)N.COC[C@H](C)N.CCO.CCO.CO.CO.CO.CO.CO.CO. The calculation puts the LUMO energy at 0.002 Eh. As for the energy above the lowest of the compared OMol25 structures with the same formula, charge and spin: 3.6220 eV.

Each line ends with the Löwdin charge.
Positions of all 122 atoms, in Å:
C1 -0.110 3.888 -8.312  -0.112
O1 1.178 3.843 -7.731  -0.197
C2 1.299 3.010 -6.560  -0.171
C3 2.712 3.175 -5.927  -0.461
C4 3.834 2.881 -6.863  -0.079
N1 2.900 2.421 -4.704  0.026
H1 -0.447 2.857 -8.422  0.082
H2 -0.013 4.446 -9.243  0.091
H3 -0.882 4.342 -7.691  0.080
H4 0.509 3.126 -5.817  0.119
H5 1.217 1.974 -6.889  0.121
H6 2.813 4.230 -5.672  0.130
H7 4.798 2.959 -6.361  0.078
H8 3.801 3.604 -7.678  0.076
H9 3.775 1.956 -7.438  0.082
H10 3.711 2.726 -4.184  0.071
H11 2.112 2.592 -4.096  0.065
C5 -2.396 -3.839 -5.715  -0.095
O2 -3.134 -3.894 -6.960  -0.173
C6 -2.834 -5.097 -7.643  -0.242
C7 -3.489 -5.246 -9.006  -0.413
C8 -4.980 -5.639 -8.906  -0.064
N2 -2.815 -6.299 -9.836  0.030
H12 -2.470 -4.762 -5.140  0.081
H13 -2.722 -2.974 -5.137  0.085
H14 -1.323 -3.718 -5.866  0.081
H15 -1.757 -5.221 -7.761  0.115
H16 -3.062 -5.936 -6.985  0.122
H17 -3.413 -4.285 -9.515  0.130
H18 -5.624 -5.019 -8.282  0.078
H19 -5.023 -6.691 -8.622  0.077
H20 -5.389 -5.582 -9.915  0.066
H21 -1.869 -6.003 -10.028  0.062
H22 -3.316 -6.343 -10.712  0.062
C9 1.477 -7.996 -1.254  -0.083
O3 0.250 -8.727 -1.004  -0.191
C10 0.014 -9.676 -2.018  -0.222
C11 -1.176 -10.584 -1.604  -0.429
C12 -1.023 -11.348 -0.252  -0.053
N3 -1.470 -11.546 -2.663  0.023
H23 1.296 -7.181 -1.955  0.083
H24 2.288 -8.640 -1.594  0.084
H25 1.788 -7.521 -0.324  0.083
H26 -0.234 -9.233 -2.983  0.119
H27 0.928 -10.242 -2.198  0.119
H28 -2.023 -9.917 -1.446  0.123
H29 -1.879 -11.960 0.031  0.071
H30 -0.988 -10.566 0.506  0.066
H31 -0.065 -11.867 -0.212  0.078
H32 -1.534 -11.132 -3.582  0.065
H33 -2.358 -11.926 -2.369  0.067
C13 0.967 7.708 6.960  -0.101
O4 1.981 8.474 7.603  -0.182
C14 2.069 9.795 7.152  -0.225
C15 2.992 10.623 8.076  -0.453
C16 2.665 12.142 7.927  -0.058
N4 4.350 10.472 7.739  0.022
H34 1.392 7.265 6.059  0.084
H35 0.023 8.209 6.746  0.085
H36 0.706 6.872 7.609  0.085
H37 2.458 9.867 6.136  0.128
H38 1.082 10.255 7.103  0.115
H39 2.854 10.223 9.081  0.134
H40 3.322 12.784 8.513  0.070
H41 1.619 12.347 8.156  0.069
H42 2.800 12.420 6.882  0.076
H43 4.566 9.486 7.689  0.075
H44 4.907 10.854 8.490  0.079
C17 8.328 4.892 6.027  -0.091
C18 6.840 5.223 5.886  -0.355
O5 6.406 5.386 7.178  -0.070
H45 8.468 3.991 6.624  0.075
H46 8.904 5.742 6.393  0.073
H47 8.804 4.568 5.102  0.066
H48 6.443 4.317 5.428  0.105
H49 6.596 6.136 5.342  0.114
H50 5.549 5.814 7.110  0.084
C19 0.528 0.323 2.464  -0.094
C20 -0.003 0.046 1.050  -0.346
O6 -0.358 1.250 0.488  -0.068
H51 1.437 0.923 2.518  0.070
H52 0.701 -0.613 2.995  0.065
H53 -0.179 0.824 3.125  0.068
H54 -0.910 -0.547 1.167  0.109
H55 0.744 -0.502 0.475  0.110
H56 -1.318 1.240 0.495  0.087
C21 -3.906 6.720 1.424  -0.182
O7 -4.380 7.745 2.237  -0.124
H57 -3.368 7.177 0.593  0.078
H58 -3.240 6.136 2.058  0.074
H59 -4.697 6.073 1.043  0.079
H60 -3.832 8.529 2.152  0.075
C22 -3.865 -5.566 1.345  -0.154
O8 -2.623 -5.945 1.961  -0.130
H61 -3.689 -4.698 0.710  0.069
H62 -4.373 -6.358 0.796  0.074
H63 -4.527 -5.195 2.127  0.075
H64 -2.008 -6.318 1.326  0.066
C23 -0.808 -4.174 7.615  -0.156
O9 -1.820 -3.809 6.664  -0.131
H65 0.180 -3.931 7.225  0.071
H66 -0.929 -3.663 8.570  0.075
H67 -0.867 -5.232 7.872  0.071
H68 -1.819 -4.376 5.889  0.069
C24 7.049 -2.145 -4.427  -0.191
O10 5.727 -2.352 -4.034  -0.114
H69 7.585 -3.084 -4.294  0.079
H70 7.143 -1.733 -5.432  0.078
H71 7.552 -1.486 -3.720  0.072
H72 5.294 -1.499 -4.113  0.075
C25 -4.891 2.244 7.025  -0.162
O11 -4.153 1.357 7.865  -0.129
H73 -4.693 3.268 7.343  0.076
H74 -4.616 2.178 5.972  0.073
H75 -5.946 2.020 7.178  0.072
H76 -4.097 0.505 7.428  0.069
C26 -7.191 0.117 0.007  -0.189
O12 -6.246 0.842 -0.710  -0.118
H77 -6.773 0.098 1.014  0.079
H78 -8.183 0.563 0.089  0.074
H79 -7.251 -0.891 -0.403  0.078
H80 -6.350 0.654 -1.645  0.075